No. 1
Here is an isolated ion of composition C4H9NOS and charge -2 from the OMol25 dataset. Energies are from the ωB97M-V functional and the def2-TZVPD basis.

Output
* energy above the lowest of the compared OMol25 structures with the same formula, charge and spin: 16.0 kJ/mol
* net charge: -2
* gap between HOMO and LUMO: 0.21366 Ha
* LUMO: 0.219 hartree

Element x y z (Å)
O  -1.1762  -2.3056  2.3160
C  -1.1137  -0.9902  2.1010
N  -1.1261  -0.5937  0.6629
C  0.1721  -0.4145  0.0085
C  0.1095  0.4779  -1.2485
C  1.3279  1.3866  -1.3781
S  1.5584  2.1138  -3.0748
H  -0.1903  -0.4945  2.5073
H  -1.9764  -0.4452  2.5729
H  -1.6493  -1.3453  0.2263
H  0.8388  0.0508  0.7360
H  0.5511  -1.4078  -0.2724
H  0.0111  -0.1133  -2.1596
H  -0.7791  1.0966  -1.1324
H  1.2138  2.1923  -0.6451
H  2.2284  0.7921  -1.2200

---

No. 2
Here is the molecule C5H11N from the OMol25 dataset. Energies are from the ωB97M-V functional and the def2-TZVPD basis.

Output
* energy above the lowest of the compared OMol25 structures with the same formula, charge and spin: 260.3 kJ/mol
* gap between HOMO and LUMO: 0.35937 Ha
* LUMO: 0.037 hartree

Element x y z (Å)
C  -1.4597  -0.3407  1.3831
C  -0.7100  0.5766  0.5189
N  0.6621  0.9370  0.7216
C  0.3493  0.0194  -0.3843
C  0.8418  -1.4113  -0.4359
C  0.4024  0.5771  -1.7294
H  -0.8339  -0.9258  2.1547
H  -2.1289  -1.0317  0.7899
H  -2.3040  0.3857  1.9665
H  -1.2682  1.4060  -0.0548
H  1.0905  0.4611  1.5961
H  0.5299  -1.8671  -1.5254
H  2.0229  -1.4070  -0.3261
H  0.4145  -2.1515  0.4126
H  1.4396  0.1813  -2.2433
H  -0.4933  0.1409  -2.3190
H  0.3532  1.7221  -1.6167

---

No. 3
Here is a 3-piece molecular cluster, C8H20BClNO8 overall from the OMol25 dataset. Energies are from the ωB97M-V functional and the def2-TZVPD basis.

Output
* net charge: +1
* gap between HOMO and LUMO: 0.27892 Ha
* LUMO: -0.203 hartree

Element x y z (Å)
O  2.8918  -4.6975  1.0567
B  2.1099  -3.5701  0.8584
O  2.6237  -2.3344  0.4134
N  0.5731  -3.5902  1.1340
Cl  0.1514  -2.0942  1.9354
H  3.6555  -4.4383  1.5931
H  3.0519  -1.9208  1.1818
H  0.1258  -3.6699  0.2077
H  0.3172  -4.3939  1.7197
C  4.5513  4.2803  1.9028
C  3.3040  3.9434  2.6950
O  2.2485  3.4823  1.8355
C  2.3583  2.2266  1.4171
O  3.2355  1.4510  1.7004
O  1.3272  1.9681  0.6058
C  1.3947  0.6750  0.0190
H  4.3180  4.9865  1.1041
H  5.3116  4.7164  2.5513
H  4.9722  3.3913  1.4314
H  2.9287  4.8420  3.1837
H  3.5082  3.2105  3.4773
H  1.5213  -0.0946  0.7750
H  2.2089  0.6375  -0.7051
H  0.4552  0.4943  -0.5029
C  -5.6114  -1.9866  -3.0451
C  -4.1067  -2.1178  -3.1688
O  -3.4632  -0.8380  -3.0893
C  -3.3486  -0.3284  -1.8631
O  -3.7137  -0.8466  -0.8401
O  -2.7697  0.8702  -1.9694
C  -2.6727  1.5788  -0.7334
H  -5.9942  -1.2751  -3.7785
H  -6.0954  -2.9515  -3.2003
H  -5.8957  -1.6153  -2.0598
H  -3.8556  -2.5254  -4.1480
H  -3.6986  -2.7991  -2.4192
H  -2.1923  0.9722  0.0349
H  -3.6622  1.8972  -0.4059
H  -2.0640  2.4643  -0.9046

---

No. 4
Here is C10H25N3O4 as an isolated structure from the OMol25 dataset. Energies are from the ωB97M-V functional and the def2-TZVPD basis.

Output
* energy above the lowest of the compared OMol25 structures with the same formula, charge and spin: 1251.6 kJ/mol
* gap between HOMO and LUMO: 0.31520 Ha
* LUMO: 0.009 hartree

Element x y z (Å)
C  3.5663  0.8348  -2.5117
O  4.8304  0.2966  -2.8666
H  2.8303  0.0308  -2.5087
H  3.6070  1.4347  -1.6026
H  3.3591  1.5406  -3.3162
H  4.6784  -0.6384  -3.0226
C  -3.7020  -0.2812  -0.1705
O  -3.2744  -1.2638  -0.5942
N  -3.0025  0.3166  0.7485
C  -3.2963  1.7146  1.0971
C  -1.8504  -0.3722  1.3717
H  -4.5204  0.3397  -0.5666
H  -4.1688  2.1053  0.5734
H  -2.3911  2.2730  0.8587
H  -3.5270  1.8776  2.1499
H  -2.2054  -0.9419  2.2305
H  -1.3368  -1.0802  0.7212
H  -1.0890  0.3612  1.6370
C  1.3901  1.0934  -0.7954
O  2.3176  0.2875  -1.0281
N  0.8408  1.2841  0.4559
C  -0.3126  2.1860  0.6194
C  1.2929  0.6776  1.7234
H  0.9776  1.7731  -1.5570
H  -0.4983  2.7895  -0.2691
H  -0.1851  2.9418  1.3944
H  -1.1517  1.5740  0.9503
H  2.2611  0.1789  1.6797
H  1.3148  1.3437  2.5859
H  0.5697  -0.0679  2.0539
C  0.5260  -1.6328  -1.5668
O  0.8872  -2.4071  -2.4161
N  0.0706  -1.9908  -0.3738
C  0.1988  -3.3763  0.1128
C  0.0296  -1.0621  0.6862
H  0.4078  -0.5997  -1.9286
H  -0.1421  -4.0119  -0.7044
H  -0.5049  -3.4608  0.9409
H  1.1996  -3.6392  0.4554
H  -0.7131  -1.3667  1.4236
H  1.0420  -0.9376  1.0703
H  -0.3257  -0.1242  0.2593

---

No. 5
Here is C16H13ClFeO4S as an isolated structure from the OMol25 dataset. Energies are from the ωB97M-V functional and the def2-TZVPD basis.

Output
* energy above the lowest of the compared OMol25 structures with the same formula, charge and spin: 33.1 kJ/mol
* net charge: +2
* gap between HOMO and LUMO (alpha / beta): 0.31894 / 0.19819 Ha
* spin multiplicity: 5
* LUMO (alpha / beta): -0.247 / -0.382 hartree

Element x y z (Å)
C  -3.5980  2.6149  -1.2817
O  -2.1972  2.7445  -1.6877
C  -1.1559  1.8643  -1.2973
C  -0.7866  1.6099  0.0464
C  -0.2331  0.2765  0.5159
C  -0.0725  -1.0151  -0.4600
C  -0.1412  -0.3755  -1.9042
C  -0.5766  0.8952  -2.2413
Fe  0.2384  3.6227  -0.9365
C  1.3772  3.5353  0.3345
O  2.2466  3.5115  1.1067
C  -0.2687  5.1525  -0.4519
O  -0.2193  6.2208  0.0177
C  1.4653  4.1795  -1.9922
O  2.5093  4.6144  -2.2397
H  -4.0432  3.6223  -1.2960
H  -4.0890  2.0020  -2.0422
H  -3.7314  2.1744  -0.2894
H  -1.3570  2.2181  0.7689
H  0.6770  0.4512  1.1162
H  -0.9835  -0.1332  1.2214
H  0.9618  -1.4025  -0.3287
H  0.2940  -0.9357  -2.7296
H  -0.6065  1.3113  -3.2703
Cl  3.3136  -2.4955  3.1653
C  2.1287  -3.4142  2.2997
C  2.3168  -4.8076  2.1804
C  1.3101  -5.5092  1.5090
C  0.1870  -4.8607  0.9848
C  0.0578  -3.4409  1.0240
S  -1.0749  -2.4898  0.0076
C  0.9918  -2.7424  1.8154
H  3.1947  -5.2917  2.6421
H  1.4747  -6.5861  1.3365
H  -0.5149  -5.4657  0.4107
H  0.9046  -1.6555  1.9455

---

No. 6
Here is a 2-piece molecular cluster, C4H5NO2S overall from the OMol25 dataset. Energies are from the ωB97M-V functional and the def2-TZVPD basis.

Output
* energy above the lowest of the compared OMol25 structures with the same formula, charge and spin: 200.2 kJ/mol
* gap between HOMO and LUMO (alpha / beta): 0.23739 / 0.29145 Ha
* spin multiplicity: 3
* LUMO (alpha / beta): 0.006 / -0.079 hartree

Element x y z (Å)
C  -0.8355  -0.7757  -0.3699
C  -1.0294  0.3490  0.2745
C  2.5716  -0.8174  -0.1307
C  -2.1552  0.5539  1.3612
N  2.2837  0.0044  -0.9547
O  2.6694  -1.1312  0.9859
O  2.1467  0.1417  -2.3228
S  -0.6679  -2.0360  -1.3092
H  -0.4880  1.2381  -0.0506
H  -1.7073  0.6300  2.4101
H  -2.7029  -0.3512  1.3584
H  -2.8163  1.3433  1.2606
H  2.7310  0.8512  -2.5127

---

Repeat the first record exactly.
Here is an isolated ion of composition C4H9NOS and charge -2 from the OMol25 dataset. Energies are from the ωB97M-V functional and the def2-TZVPD basis.

Output
* energy above the lowest of the compared OMol25 structures with the same formula, charge and spin: 16.0 kJ/mol
* net charge: -2
* gap between HOMO and LUMO: 0.21366 Ha
* LUMO: 0.219 hartree

Element x y z (Å)
O  -1.1762  -2.3056  2.3160
C  -1.1137  -0.9902  2.1010
N  -1.1261  -0.5937  0.6629
C  0.1721  -0.4145  0.0085
C  0.1095  0.4779  -1.2485
C  1.3279  1.3866  -1.3781
S  1.5584  2.1138  -3.0748
H  -0.1903  -0.4945  2.5073
H  -1.9764  -0.4452  2.5729
H  -1.6493  -1.3453  0.2263
H  0.8388  0.0508  0.7360
H  0.5511  -1.4078  -0.2724
H  0.0111  -0.1133  -2.1596
H  -0.7791  1.0966  -1.1324
H  1.2138  2.1923  -0.6451
H  2.2284  0.7921  -1.2200